# 1
2 unconnected molecules or ions with the total composition C6H12O. Source: the OMol25 dataset; level of theory: ωB97M-V with the def2-TZVPD basis set.

Calculated values
LUMO level (eV): 0.338
HOMO-LUMO gap (Eh): 0.3278
F_max (eV/Å): 6.12
Calculated total energy (eV): -8460.94622

ORCA input file:
```
! wB97M-V def2-TZVPD RIJCOSX def2/J DEFGRID3
* xyz 0 1
C -2.426 -0.076 0.987
C -1.396 0.490 0.192
C -0.259 -0.318 -0.293
C 0.624 0.463 -1.340
C 0.363 -1.280 0.417
C 1.527 -2.044 -0.242
H -1.994 -0.947 1.412
H -3.230 0.570 1.250
H -1.460 1.545 -0.278
H -0.010 1.268 -1.750
H 0.858 -0.342 -2.012
H 1.600 0.708 -0.904
H -0.081 -1.527 1.361
H 1.708 -1.762 -1.279
H 1.473 -3.095 -0.371
H 2.529 -2.025 0.373
O 0.347 3.066 1.044
H -0.185 2.356 1.296
H 0.012 2.949 0.137
*
```

***

# 2
A molecular structure, C5H7NO. Source: the OMol25 dataset; level of theory: ωB97M-V with the def2-TZVPD basis set.

Calculated values
LUMO level (alpha / beta) (eV): -0.960 / -1.185
HOMO-LUMO gap (alpha / beta) (Eh): 0.2839 / 0.2955
F_max (eV/Å): 2.33
Calculated total energy (eV): -8831.63306

ORCA input file:
```
! wB97M-V def2-TZVPD RIJCOSX def2/J DEFGRID3
* xyz 0 1
C 1.567 -0.840 0.083
C 0.316 -0.308 -0.523
N -1.048 -0.910 1.403
C -1.077 -0.526 0.131
C -1.100 1.111 -0.235
C 0.149 1.022 -1.059
O 0.783 1.786 -1.752
H 2.318 -0.874 -0.716
H 1.392 -1.838 0.500
H 1.993 -0.206 0.871
H -0.347 -0.358 1.905
H -1.835 -1.019 -0.485
H -1.052 1.772 0.632
H -2.058 1.187 -0.754
*
```

***

# 3
C3H7NO in the gas phase. Source: the OMol25 dataset; level of theory: ωB97M-V with the def2-TZVPD basis set.

Calculated values
LUMO level (eV): 0.972
HOMO-LUMO gap (Eh): 0.3834
F_max (eV/Å): 3.38
Calculated total energy (eV): -6761.58542

ORCA input file:
```
! wB97M-V def2-TZVPD RIJCOSX def2/J DEFGRID3
* xyz 0 1
C -0.546 1.471 0.392
C 0.094 0.485 -0.611
N 0.687 -0.685 0.095
C 0.051 -1.895 0.104
O 0.808 -2.849 0.307
H -0.646 0.957 1.344
H -1.576 1.660 0.059
H 0.009 2.381 0.450
H -0.470 0.205 -1.474
H 0.987 0.928 -1.072
H 1.649 -0.803 0.375
H -1.046 -1.855 0.030
*
```

***

# 4
2 unconnected molecules or ions with the total composition C9H13NO2. Source: the OMol25 dataset; level of theory: ωB97M-V with the def2-TZVPD basis set.

Calculated values
LUMO level (eV): 0.723
HOMO-LUMO gap (Eh): 0.3205
F_max (eV/Å): 6.79
Calculated total energy (eV): -15127.07693

ORCA input file:
```
! wB97M-V def2-TZVPD RIJCOSX def2/J DEFGRID3
* xyz 0 1
C 1.764 2.532 -0.580
C 1.676 1.045 -0.424
C 0.906 0.422 -1.379
C 0.649 -0.993 -1.395
C 1.430 -1.661 -0.455
O 1.161 -2.949 -0.412
C 2.215 -1.080 0.587
C 2.256 0.272 0.654
H 1.260 3.021 0.293
H 1.185 3.050 -1.401
H 2.800 2.976 -0.675
H 0.438 0.909 -2.163
H -0.225 -1.464 -1.819
H 1.625 -3.527 0.209
H 2.574 -1.666 1.269
H 2.574 0.663 1.540
C -3.430 0.568 1.951
C -2.777 0.342 0.680
N -1.806 1.431 0.329
O -2.894 -0.534 -0.176
H -3.674 1.641 2.217
H -2.971 0.074 2.820
H -4.519 -0.013 1.973
H -1.388 1.356 -0.599
H -1.300 2.146 0.906
*
```

***

# 5
A molecular structure, C23H24Cl2I2N6O6SY. Source: the OMol25 dataset; level of theory: ωB97M-V with the def2-TZVPD basis set.

Calculated values
LUMO level (eV): -2.758
HOMO-LUMO gap (Eh): 0.2842
F_max (eV/Å): 0.88
Calculated total energy (eV): -98589.60213

ORCA input file:
```
! wB97M-V def2-TZVPD RIJCOSX def2/J DEFGRID3
* xyz 1 1
Y 0.411 0.704 0.137
N -2.279 2.581 -2.984
C -3.099 3.030 -1.960
C -4.196 3.883 -1.944
C -4.773 4.121 -0.713
C -4.275 3.529 0.459
C -3.185 2.682 0.436
C -2.594 2.435 -0.803
N -1.500 1.644 -1.141
C -1.351 1.765 -2.437
C -0.271 1.095 -3.149
C -0.090 0.940 -4.483
S 1.349 0.067 -4.770
C 1.606 -0.067 -3.093
N 0.700 0.511 -2.366
H -2.323 2.864 -3.948
H -4.579 4.344 -2.846
H -5.628 4.780 -0.647
H -4.761 3.743 1.402
H -2.799 2.226 1.339
H -0.714 1.280 -5.296
H 2.458 -0.580 -2.668
Cl -6.114 -3.015 2.008
C -4.665 -2.084 1.841
C -4.371 -1.096 2.790
C -3.233 -0.342 2.679
Cl -2.890 0.875 3.857
C -2.316 -0.513 1.605
O -1.267 0.222 1.498
C -2.639 -1.535 0.676
C -1.754 -1.848 -0.397
O -0.683 -1.297 -0.671
C -3.809 -2.306 0.806
H -5.047 -0.927 3.618
H -2.069 -2.690 -1.035
H -4.024 -3.080 0.076
I -0.030 3.139 2.713
C 1.392 2.026 3.827
I 1.329 -0.084 3.555
H 1.216 2.218 4.876
H 2.374 2.356 3.519
O 2.363 1.874 0.762
N 2.183 2.866 -0.031
O 2.972 3.755 -0.133
O 1.096 2.815 -0.689
C 4.066 -3.782 -0.925
N 2.917 -2.923 -0.657
C 1.711 -3.255 -1.402
C 3.002 -1.780 0.065
O 2.178 -0.843 -0.105
N 4.012 -1.680 0.964
C 4.505 -0.376 1.390
C 4.479 -2.807 1.763
H 4.095 -3.991 -1.994
H 3.999 -4.735 -0.397
H 4.990 -3.284 -0.650
H 1.362 -4.248 -1.114
H 1.921 -3.268 -2.474
H 0.934 -2.527 -1.200
H 4.186 0.392 0.700
H 5.596 -0.410 1.417
H 4.139 -0.116 2.384
H 3.870 -3.687 1.583
H 4.390 -2.544 2.819
H 5.524 -3.046 1.560
*
```

***

# 6
A molecular structure, C35H26AgCl2N3P2S2Se. Source: the OMol25 dataset; level of theory: ωB97M-V with the def2-TZVPD basis set.

Calculated values
LUMO level (eV): 3.984
HOMO-LUMO gap (Eh): 0.1861
F_max (eV/Å): 0.45
Calculated total energy (eV): -175827.77267

ORCA input file:
```
! wB97M-V def2-TZVPD RIJCOSX def2/J DEFGRID3
* xyz -2 1
Ag 0.207 -0.821 1.364
Cl 3.358 -0.827 2.732
C 3.923 -2.398 2.160
Cl 3.234 -2.872 0.593
H 3.628 -3.148 2.885
H 4.999 -2.357 2.034
S -0.438 0.686 3.182
C -0.435 -0.462 4.493
C -0.698 0.052 5.769
C -0.727 -0.733 6.914
C -0.991 -0.129 8.177
N -1.196 0.375 9.193
C -0.486 -2.114 6.796
C -0.230 -2.642 5.538
C -0.193 -1.865 4.374
S 0.158 -2.717 2.894
C -0.495 -2.971 7.933
N -0.490 -3.679 8.843
H -0.883 1.114 5.857
H -0.049 -3.704 5.442
C -0.129 0.802 -1.966
P 0.894 -0.275 -0.884
C 1.399 -1.527 -2.118
C 2.370 -1.259 -3.085
C 2.715 -2.201 -4.037
C 2.075 -3.434 -4.050
C 1.063 -3.686 -3.146
C 0.702 -2.731 -2.198
C 2.434 0.651 -0.538
C 2.283 1.828 0.200
C 3.389 2.546 0.626
C 4.669 2.096 0.337
C 4.829 0.913 -0.365
C 3.723 0.193 -0.794
P -1.068 2.171 -1.132
C -1.665 2.950 -2.692
C -2.419 2.229 -3.622
C -2.815 2.820 -4.809
C -2.470 4.140 -5.083
C -1.725 4.864 -4.165
C -1.324 4.267 -2.976
C -2.620 1.371 -0.621
C -2.725 0.012 -0.391
C -3.928 -0.546 0.024
C -5.029 0.264 0.235
C -4.929 1.636 0.022
C -3.734 2.185 -0.405
H -0.791 0.101 -2.501
H 0.519 1.275 -2.710
H 2.862 -0.296 -3.095
H 3.476 -1.970 -4.773
H 2.335 -4.178 -4.794
H 0.486 -4.599 -3.185
H -0.293 -3.175 -0.412
H 1.295 2.165 0.483
H 3.243 3.449 1.206
H 5.534 2.649 0.681
H 5.822 0.530 -0.570
H 3.877 -0.750 -1.296
H -2.690 1.198 -3.413
H -3.393 2.248 -5.524
H -2.781 4.600 -6.013
H -1.453 5.893 -4.371
H -0.741 4.830 -2.256
H -1.897 -0.666 -0.557
H -3.966 -1.621 0.141
H -5.969 -0.166 0.560
H -5.786 2.279 0.184
H -3.667 3.254 -0.581
Se -2.002 -2.283 -3.560
C -1.733 -2.849 -1.785
N -0.451 -2.989 -1.396
*
```

***

# 7
A gas-phase ion, C2H3ClFO2S (charge -1). Source: the OMol25 dataset; level of theory: ωB97M-V with the def2-TZVPD basis set.

Calculated values
LUMO level (eV): 3.603
HOMO-LUMO gap (Eh): 0.2656
F_max (eV/Å): 6.27
Calculated total energy (eV): -32293.20190

ORCA input file:
```
! wB97M-V def2-TZVPD RIJCOSX def2/J DEFGRID3
* xyz -1 1
C 1.136 -0.224 0.143
C -0.196 0.755 0.221
O -2.061 -0.799 0.952
O -1.142 -1.295 -1.416
F 2.281 0.369 0.338
S -1.709 -0.271 -0.424
Cl 0.044 2.187 -0.852
H 1.237 -0.622 -0.925
H 0.899 -1.026 0.763
H -0.489 0.925 1.200
*
```

***

# 8
C2H3N3S in the gas phase. Source: the OMol25 dataset; level of theory: ωB97M-V with the def2-TZVPD basis set.

Calculated values
LUMO level (eV): -0.562
HOMO-LUMO gap (Eh): 0.2849
F_max (eV/Å): 3.01
Calculated total energy (eV): -17423.98636

ORCA input file:
```
! wB97M-V def2-TZVPD RIJCOSX def2/J DEFGRID3
* xyz 0 1
C 0.046 0.943 -0.637
C -0.880 0.028 -0.271
S -0.569 -1.659 -0.373
N 1.501 -1.379 0.206
N 1.905 -0.220 -0.033
N 1.410 0.741 -0.625
H -0.221 1.982 -0.757
H -1.882 0.295 0.033
H 1.847 -1.815 1.056
*
```